Below is a structure of composition C32H28N6OPdS2Se at a distorted geometry, with properties calculated with the ωB97M-V functional and the def2-TZVPD basis.

Computed properties:
Frontier orbital gap (spin up / spin down) ... 6.24 / 2.39 eV
E_LUMO (spin up / spin down) ... -5.232 / -9.087 eV
2S+1 ... 5
E_tot ... -4965.22830 Eh
Charge ... +2
<S²> ... 6.035

```
71
C32H28N6OPdS2Se | the OMol25 dataset | the ωB97M-V functional and the def2-TZVPD basis
Pd -1.28 -0.73 -2.26
C -0.59 -1.55 -6.91
C -0.53 -1.49 -5.42
S -1.34 -0.17 -4.69
C 0.23 -2.40 -4.69
C 1.04 -3.46 -5.36
S 0.34 -2.38 -2.98
H -1.54 -1.16 -7.27
H -0.47 -2.57 -7.28
H 0.20 -0.94 -7.36
H 0.40 -4.26 -5.74
H 1.74 -3.91 -4.65
H 1.61 -3.06 -6.20
C 4.15 7.85 7.31
O 2.90 7.18 7.29
C 2.61 6.38 6.26
C 1.36 5.74 6.31
C 0.97 4.90 5.30
C 1.81 4.68 4.19
C 3.05 5.32 4.15
C 3.45 6.16 5.17
C 1.34 3.79 3.14
N 0.21 3.12 3.18
C 0.14 2.43 2.02
C 1.25 2.67 1.23
N 2.01 3.54 1.96
C 1.41 2.10 -0.06
C 2.49 2.33 -0.93
C 2.50 1.74 -2.17
C 1.43 0.93 -2.54
N 0.42 0.69 -1.73
C 0.38 1.24 -0.51
C -0.76 0.94 0.33
N -1.69 0.06 -0.13
C -2.76 -0.18 0.61
C -2.99 0.42 1.85
C -2.05 1.28 2.35
C -0.90 1.55 1.59
H 4.17 8.42 8.24
H 4.25 8.54 6.47
H 4.98 7.14 7.30
H 0.73 5.92 7.17
H 0.02 4.40 5.33
H 3.72 5.17 3.31
H 4.41 6.65 5.11
H 2.89 3.94 1.70
H 3.31 2.96 -0.62
H 3.32 1.91 -2.86
H 1.39 0.47 -3.52
H -3.49 -0.88 0.21
H -3.89 0.18 2.40
H -2.16 1.77 3.31
C -3.75 -5.20 -3.77
N -3.08 -4.84 -2.52
C -2.85 -3.60 -2.08
Se -3.45 -1.99 -2.80
N -2.17 -3.68 -0.91
C -1.93 -5.00 -0.61
C -1.27 -5.61 0.45
C -1.22 -6.99 0.43
C -1.79 -7.74 -0.61
C -2.44 -7.14 -1.67
C -2.51 -5.75 -1.65
H -4.15 -4.31 -4.23
H -4.56 -5.89 -3.57
H -3.03 -5.68 -4.44
H -1.84 -2.87 -0.41
H -0.82 -5.03 1.25
H -0.72 -7.51 1.24
H -1.72 -8.82 -0.58
H -2.88 -7.72 -2.47
```


Below is a cluster of 2 separate species, C16H30BFN8O6P2 in total at a distorted geometry, with properties calculated with the ωB97M-V functional and the def2-TZVPD basis.

Computed properties:
Frontier orbital gap ... 6.68 eV
E_LUMO ... -1.483 eV
E_tot ... -2324.28373 Eh
SMILES ... CNCc1cc(B(O)O)c2nc(F)c(P(N)O)nc2c1ON=O.CN(C)P(=O)(N(C)C)N(C)C

```
64
C16H30BFN8O6P2 | the OMol25 dataset | the ωB97M-V functional and the def2-TZVPD basis
C 5.42 -2.62 -2.26
N 5.35 -1.13 -2.12
C 4.17 -0.53 -2.80
C 2.85 -1.33 -2.32
C 2.19 -1.09 -0.90
C 0.95 -1.93 -0.54
B 0.27 -1.72 0.94
O -1.12 -1.29 1.11
O 1.05 -1.99 2.14
C 0.31 -3.03 -1.50
N -0.83 -3.73 -0.98
C -1.22 -4.68 -1.96
F -2.33 -5.53 -1.59
C -0.58 -4.95 -3.35
P -1.21 -6.33 -4.54
N -0.09 -7.68 -4.21
O -2.82 -6.77 -4.18
N 0.54 -4.20 -3.81
C 1.00 -3.22 -2.87
C 2.26 -2.37 -3.29
O 2.90 -2.59 -4.58
N 2.13 -2.10 -5.60
O 1.58 -1.08 -5.29
H 4.77 -3.17 -1.48
H 5.08 -3.01 -3.28
H 6.49 -3.03 -2.12
H 5.31 -0.96 -1.10
H 4.25 -0.55 -3.94
H 4.05 0.53 -2.38
H 2.64 -0.34 -0.17
H -1.46 -1.28 0.19
H 0.55 -1.63 2.91
H -0.46 -8.57 -4.56
H 0.83 -7.45 -4.61
H -3.29 -5.95 -3.90
O 0.05 2.46 1.97
P -1.29 3.20 2.07
N -0.55 4.69 2.56
C -1.10 5.71 3.45
C 0.19 5.37 1.50
N -1.75 2.29 3.48
C -1.68 2.82 4.83
C -1.26 0.90 3.53
N -2.87 4.01 2.12
C -4.07 3.26 2.55
C -3.20 4.47 0.74
H -1.94 6.25 3.00
H -0.34 6.45 3.70
H -1.42 5.32 4.41
H -0.48 5.95 0.85
H 0.73 4.65 0.86
H 0.94 6.05 1.91
H -0.66 3.12 5.11
H -2.03 2.08 5.57
H -2.37 3.66 4.97
H -0.21 0.86 3.86
H -1.33 0.43 2.55
H -1.85 0.29 4.22
H -4.15 2.30 2.03
H -4.98 3.83 2.35
H -4.08 3.08 3.63
H -3.36 3.62 0.07
H -2.39 5.07 0.32
H -4.09 5.10 0.73
```


Below is a structure of composition C18H27BrNO4P2Tm at a distorted geometry, with properties calculated with the ωB97M-V functional and the def2-TZVPD basis.

Computed properties:
Frontier orbital gap (spin up / spin down) ... 6.70 / 4.41 eV
E_LUMO (spin up / spin down) ... -6.448 / -7.065 eV
2S+1 ... 3
E_tot ... -5399.19586 Eh
Energy above the lowest of the compared OMol25 structures with the same formula, charge and spin ... 5.515 eV
Charge ... +2
<S²> ... 2.060

```
54
C18H27BrNO4P2Tm | the OMol25 dataset | the ωB97M-V functional and the def2-TZVPD basis
Tm 0.13 0.93 0.04
P 2.33 -1.03 0.32
C 2.32 -1.36 -1.44
C 1.08 -1.54 -2.06
N -0.15 -0.96 -1.60
C -1.32 -1.32 -2.20
C -1.34 -2.25 -3.22
C -0.17 -2.76 -3.77
C 1.04 -2.33 -3.25
C -2.60 -0.71 -1.71
P -2.41 0.93 -0.92
H 2.04 -2.65 -3.62
H -2.28 -2.55 -3.62
H -0.14 -3.50 -4.59
H -3.32 -0.61 -2.51
H -3.07 -1.35 -0.97
H 2.22 0.83 -1.93
H 3.23 -1.27 -2.03
H 0.61 4.27 -0.93
O 1.60 1.53 -1.63
H 1.32 1.75 -2.53
H 0.17 2.47 1.99
O -0.21 3.78 -0.65
H -0.44 4.33 0.14
C -2.64 2.06 -2.35
H -3.67 1.97 -2.75
H -2.45 3.10 -2.03
H -1.92 1.80 -3.15
C -4.00 1.14 -0.04
H -3.90 1.98 0.67
H -4.83 1.35 -0.73
H -4.22 0.23 0.54
C 2.49 -2.83 0.64
H 3.52 -3.14 0.42
H 2.21 -3.02 1.68
H 1.81 -3.35 -0.06
C 4.04 -0.39 0.66
H 4.08 -0.08 1.72
H 4.79 -1.18 0.51
H 4.28 0.48 0.03
Br -0.40 4.07 3.74
C -0.25 2.50 4.76
C -0.14 2.50 6.15
C -0.11 1.28 6.87
C -0.15 0.03 6.23
C -0.27 -0.01 4.84
C -0.26 1.21 4.12
C -0.12 0.98 2.72
O -0.86 0.26 1.99
O 0.85 1.78 2.00
H -0.12 3.46 6.68
H -0.08 1.32 7.97
H -0.16 -0.92 6.79
H -0.22 -0.95 4.24
```


Below is a cluster of 3 separate species, C18H34BBrFNO10PS3 in total at a distorted geometry, with properties calculated with the ωB97M-V functional and the def2-TZVPD basis.

Computed properties:
Frontier orbital gap ... 6.42 eV
E_LUMO ... -5.035 eV
E_tot ... -5747.37908 Eh
Charge ... +1

```
70
C18H34BBrFNO10PS3 | the OMol25 dataset | the ωB97M-V functional and the def2-TZVPD basis
C 3.00 -2.29 0.29
C 1.60 -1.84 0.07
C 1.02 -1.02 -1.23
C -0.24 -1.74 -2.05
P -0.89 -3.45 -1.45
O -0.71 -4.59 -2.79
Br -3.12 -3.41 -1.00
C -0.95 -1.01 -3.35
C -2.22 -1.60 -4.21
C -3.47 -0.49 -4.05
C -3.59 0.15 -2.55
O -2.99 1.48 -2.39
C -3.88 2.42 -1.70
C -0.31 0.43 -3.84
F -0.86 1.16 -5.01
C 0.94 1.05 -2.96
S 1.60 2.74 -3.54
N 1.51 0.32 -1.73
B 2.63 1.07 -1.00
O 2.20 2.30 -0.24
O 4.05 0.65 -0.95
C 4.61 0.58 -2.32
H 3.77 -1.45 0.65
H 3.41 -3.39 0.21
H 0.81 -2.11 0.92
H -0.24 -5.42 -2.48
H -2.57 -2.68 -3.90
H -1.93 -1.55 -5.36
H -3.31 0.40 -4.81
H -4.52 -0.98 -4.33
H -3.17 -0.55 -1.69
H -4.75 0.27 -2.31
H -3.44 3.51 -1.92
H -3.80 2.30 -0.51
H -4.98 2.43 -2.09
H 1.00 3.76 -2.74
H 2.95 2.97 -0.36
H 5.57 1.27 -2.43
H 3.81 0.90 -3.11
H 4.86 -0.55 -2.51
O 4.74 3.99 0.72
S 4.53 4.53 2.05
O 3.25 5.09 2.46
O 5.70 5.62 2.38
C 5.87 6.72 1.49
C 4.76 7.74 1.66
C 5.00 3.31 3.24
H 5.94 6.38 0.46
H 6.83 7.19 1.74
H 3.79 7.33 1.36
H 4.95 8.63 1.04
H 4.67 8.05 2.71
H 5.98 2.90 2.97
H 4.25 2.52 3.22
H 5.03 3.77 4.23
O -3.94 -3.59 5.08
S -4.59 -4.85 4.82
O -3.94 -6.12 5.05
O -5.17 -4.84 3.29
C -4.26 -4.60 2.22
C -3.36 -5.80 1.96
C -6.16 -4.88 5.66
H -3.66 -3.70 2.42
H -4.85 -4.40 1.33
H -2.70 -5.99 2.81
H -2.74 -5.63 1.08
H -3.97 -6.70 1.81
H -6.68 -3.95 5.46
H -5.96 -4.99 6.73
H -6.73 -5.74 5.30
```